Model w:
Below is the molecule C8H8O3, with properties calculated with the ωB97M-V functional and the def2-TZVPD basis.

- Total charge: 0
- Highest occupied orbital energy (spin up / spin down): -7.90 / -7.65 eV
- Frontier orbital gap (spin up / spin down): 7.54 / 6.64 eV

CARTESIAN COORDINATES (ANGSTROEM)
C1 0.3538 -0.1372 2.7435
C2 -0.0799 0.0409 1.6318
C3 1.1831 -0.9319 -1.2301
C4 -0.0088 1.3184 -0.4987
C5 -1.5354 -0.6459 -0.3000
C6 -0.8872 -1.9743 -0.7437
C7 -0.5515 0.2729 0.3414
C8 1.0775 2.1638 0.1263
O1 2.2739 -0.5667 -1.4293
O2 -0.4342 1.5299 -1.6318
O3 0.3185 -1.7906 -1.5201
H1 0.7361 -0.2597 3.7120
H2 -1.9416 -0.1351 -1.1780
H3 -2.3444 -0.9072 0.3829
H4 -0.6137 -2.5752 0.1310
H5 -1.5473 -2.5481 -1.3951
H6 0.6218 2.8305 0.8567
H7 1.5629 2.7646 -0.6366
H8 1.8164 1.5510 0.6380

=====

Model x:
Below is the molecule C8H8O3, with properties calculated with the ωB97M-V functional and the def2-TZVPD basis.

- Total charge: 0
- SMILES: COc1ccccc1C(=O)O
- Highest occupied orbital energy: -9.19 eV
- Frontier orbital gap: 9.52 eV

CARTESIAN COORDINATES (ANGSTROEM)
C1 -1.4383 -2.1064 1.2419
O1 -0.5454 -1.8411 0.0007
C2 0.3335 -0.7853 0.2255
C3 1.6480 -1.0708 0.8061
C4 2.7246 -0.1680 0.5054
C5 2.4029 1.0183 -0.1376
C6 1.1034 1.4522 -0.2513
C7 0.0310 0.4555 -0.2593
C8 -1.2721 1.0700 -0.7383
O2 -1.3409 2.0550 -1.3524
O3 -2.4487 0.3896 -0.2678
H1 -1.5836 -1.0990 1.7791
H2 -2.3817 -2.7150 0.7412
H3 -0.9530 -2.7447 2.0870
H4 1.7816 -2.0732 0.8552
H5 3.6880 -0.6099 0.7359
H6 3.1778 1.6684 -0.4882
H7 0.9714 2.4876 -0.5512
H8 -3.2180 1.0652 -0.5579

=====

Model y:
Below is the molecule C8H8O3, with properties calculated with the ωB97M-V functional and the def2-TZVPD basis.

- Total charge: 0
- SMILES: CC(=O)c1cc(O)cc(O)c1
- Highest occupied orbital energy: -8.66 eV
- Frontier orbital gap: 9.01 eV

CARTESIAN COORDINATES (ANGSTROEM)
C1 0.0683 -1.5956 -2.9260
C2 0.8966 -0.8354 -1.8691
O1 2.0614 -0.6357 -2.1161
C3 0.2497 -0.4288 -0.4924
C4 -1.0576 -0.5962 -0.2226
C5 -1.5700 0.1450 0.8759
O2 -2.9052 0.2964 0.9548
C6 -0.7703 0.8292 1.7813
C7 0.6286 0.9158 1.4745
O3 1.3472 1.5948 2.3714
C8 1.1247 0.3302 0.3430
H1 0.8528 -1.5416 -3.8570
H2 -0.8703 -1.0979 -3.2044
H3 -0.0947 -2.6698 -2.6158
H4 -1.8415 -1.2500 -0.7221
H5 -2.8887 0.6275 1.9685
H6 -1.0769 1.2665 2.7436
H7 2.3234 1.5443 2.1520
H8 2.1490 0.4909 0.0666

=====

Stability, highest: model y

=====

Model w:
Below is a cluster of 3 separate species, C2H10NO2 in total, with properties calculated with the ωB97M-V functional and the def2-TZVPD basis.

- Total charge: +1
- Highest occupied orbital energy: -15.51 eV
- Frontier orbital gap: 10.52 eV

CARTESIAN COORDINATES (ANGSTROEM)
C1 1.0392 0.1876 -1.9007
C2 -1.0313 -0.7479 -1.3397
N1 -0.0154 -0.0608 -0.9653
H1 1.9837 0.5381 -1.4366
H2 0.7968 1.0385 -2.5715
H3 1.4494 -0.7383 -2.3674
H4 -1.2362 -0.8977 -2.3983
H5 -1.6452 -1.1181 -0.5474
H6 0.1677 0.1753 0.0172
H7 -1.6435 0.6816 2.0702
H8 -2.2566 -0.4807 2.5738
O1 -1.8179 -0.2292 1.7375
H9 2.4326 0.5516 1.1694
H10 1.6342 0.4086 2.5738
O2 1.6222 0.6956 1.6592

=====

Model x:
Below is a cluster of 3 separate species, C2H10NO2 in total, with properties calculated with the ωB97M-V functional and the def2-TZVPD basis.

- Total charge: +1
- Highest occupied orbital energy: -15.59 eV
- Frontier orbital gap: 11.35 eV

CARTESIAN COORDINATES (ANGSTROEM)
C1 0.0426 -1.7770 -0.1619
C2 1.4837 0.1365 -0.4908
N1 1.0491 -0.8197 0.2237
H1 -0.8754 -1.5936 0.4113
H2 0.2349 -2.7579 0.2463
H3 -0.2450 -1.8188 -1.1961
H4 1.0511 0.4035 -1.4468
H5 2.3091 0.6937 -0.0773
H6 1.3748 -0.9170 1.1787
H7 -2.6423 0.7095 0.2068
H8 -2.4901 0.2306 -1.1793
O1 -1.9374 0.4898 -0.4283
H9 0.6466 2.6763 1.4633
H10 -0.4752 2.2258 0.5553
O2 0.4735 2.1183 0.6952

=====

Stability, highest: model x

=====

Model w:
Below is a cluster of 2 separate species, C4H4FN in total, with properties calculated with the ωB97M-V functional and the def2-TZVPD basis.

- Total charge: 0
- SMILES: N#CCF.C#C
- Highest occupied orbital energy: -10.66 eV
- Frontier orbital gap: 11.32 eV

CARTESIAN COORDINATES (ANGSTROEM)
N1 -1.2002 2.5453 0.6280
C1 -1.1250 1.7790 -0.2224
C2 -1.1891 0.7606 -1.2507
F1 -0.1910 -0.1941 -1.1665
H1 -1.2825 1.0245 -2.3625
H2 -2.0906 0.2629 -0.8432
C3 1.3638 -0.6209 1.7704
C4 1.4290 -1.7839 1.5493
H3 0.9827 0.3634 1.9912
H4 1.5410 -2.8004 1.2852

=====

Model x:
Below is the molecule C4H4FN, with properties calculated with the ωB97M-V functional and the def2-TZVPD basis.

- Total charge: 0
- SMILES: N#CC/C=C\F
- Highest occupied orbital energy: -10.30 eV
- Frontier orbital gap: 11.08 eV

CARTESIAN COORDINATES (ANGSTROEM)
N1 2.9537 -0.2721 -0.7093
C1 1.9177 -0.3890 -0.1728
C2 0.5967 -0.4266 0.4965
C3 -0.3397 0.6152 0.0087
C4 -1.5959 0.3003 -0.3688
F1 -2.0683 -0.9618 -0.4063
H1 0.1628 -1.3895 0.4190
H2 0.7684 -0.2117 1.5636
H3 -0.0589 1.6768 -0.0536
H4 -2.3364 1.0585 -0.7768

=====

Model y:
Below is a structure of composition C4H4FN, with properties calculated with the ωB97M-V functional and the def2-TZVPD basis.

- Total charge: 0
- Highest occupied orbital energy: -8.84 eV
- Frontier orbital gap: 9.14 eV

CARTESIAN COORDINATES (ANGSTROEM)
C1 -1.0550 1.1440 -0.0507
C2 -1.7716 0.0635 -0.2797
C3 0.1920 -0.4087 0.0331
C4 1.6310 -0.5430 0.1542
N1 -0.8764 -1.0225 -0.1963
F1 2.1744 0.7019 -0.1516
H1 -1.2234 2.1211 0.4158
H2 -2.7728 0.0068 -0.3772
H3 1.8508 -1.2964 -0.7699
H4 1.8511 -0.7666 1.2223

=====

Stability, highest: model x

=====

Model w:
Below is a cluster of 2 separate species, C2H3NO2 in total, with properties calculated with the ωB97M-V functional and the def2-TZVPD basis.

- Total charge: 0
- Highest occupied orbital energy: -8.47 eV
- Frontier orbital gap: 8.98 eV

CARTESIAN COORDINATES (ANGSTROEM)
C1 0.8191 -0.5913 -1.4917
C2 -0.7835 0.8815 1.1948
N1 1.7257 -1.1932 -0.9592
O1 0.0729 0.2380 -1.8936
O2 -1.5394 0.7804 0.1252
H1 -1.4666 0.8102 1.9997
H2 2.3194 -1.9337 -1.3672
H3 -0.9561 0.9137 -0.6495

=====

Model x:
Below is a cluster of 2 separate species, C2H3NO2 in total, with properties calculated with the ωB97M-V functional and the def2-TZVPD basis.

- Total charge: 0
- Highest occupied orbital energy (spin up / spin down): -8.24 / -8.24 eV
- Frontier orbital gap (spin up / spin down): 8.64 / 8.63 eV

CARTESIAN COORDINATES (ANGSTROEM)
C1 1.5736 0.9072 0.5900
C2 -0.8166 -0.4695 -0.3034
N1 -0.4455 0.4326 0.7259
O1 2.1092 0.5691 -0.4000
O2 -1.1731 0.8057 -0.3122
H1 1.9667 1.2036 1.5472
H2 0.0342 -0.7966 -0.9772
H3 -1.6038 -1.0532 -0.0346

=====

Stability, highest: model w

=====

Model w:
Below is the molecule C2H3NO2, with properties calculated with the ωB97M-V functional and the def2-TZVPD basis.

- Total charge: 0
- SMILES: O=CNC=O
- Highest occupied orbital energy: -10.25 eV
- Frontier orbital gap: 10.73 eV

CARTESIAN COORDINATES (ANGSTROEM)
O1 1.3653 1.5477 0.0059
C1 0.2098 1.2679 -0.0064
N1 -0.3845 0.0089 0.0009
C2 0.1591 -1.2716 0.0106
O2 1.3055 -1.5909 -0.0093
H1 -0.5927 2.0322 -0.0170
H2 -1.3961 0.0192 -0.0284
H3 -0.6665 -2.0134 0.0438

=====

Model x:
Below is the molecule C2H3NO2, with properties calculated with the ωB97M-V functional and the def2-TZVPD basis.

- Total charge: 0
- SMILES: C=C=NOO
- Highest occupied orbital energy: -9.68 eV
- Frontier orbital gap: 9.79 eV

CARTESIAN COORDINATES (ANGSTROEM)
C1 1.3658 -1.0899 0.0228
C2 0.4429 -0.2948 -0.4251
N1 -0.4286 0.2356 -1.1127
O1 -1.4002 0.9853 -0.7366
O2 -1.4125 1.1514 0.8471
H1 1.1931 -2.1487 0.1279
H2 2.3043 -0.6990 0.3804
H3 -2.0646 1.8602 0.8962

=====

Model y:
Below is the molecule C2H3NO2, with properties calculated with the ωB97M-V functional and the def2-TZVPD basis.

- Total charge: 0
- SMILES: [H]/N=C/OC=O
- Highest occupied orbital energy: -10.97 eV
- Frontier orbital gap: 11.87 eV

CARTESIAN COORDINATES (ANGSTROEM)
H1 -2.5727 -0.2714 0.3073
N1 -1.6845 -0.5012 0.7492
C1 -0.7505 -0.2843 -0.0574
O1 0.5392 -0.5908 0.3387
C2 1.4982 0.2954 -0.0098
O2 1.3066 1.3470 -0.5525
H2 -0.8119 0.1002 -1.0764
H3 2.4757 -0.0949 0.3008

=====

Stability, highest: model w

=====

Model w:
Below is a cluster of 2 separate species, C2H3NO2 in total, with properties calculated with the ωB97M-V functional and the def2-TZVPD basis.

- Total charge: 0
- Highest occupied orbital energy (spin up / spin down): -8.20 / -8.55 eV
- Frontier orbital gap (spin up / spin down): 8.20 / 8.85 eV

CARTESIAN COORDINATES (ANGSTROEM)
C1 1.8672 0.2742 0.5155
C2 -0.6673 0.3312 -0.1593
N1 -1.3408 -0.9468 -0.2206
O1 2.7141 1.0387 0.2133
O2 -1.5779 0.0634 0.7619
H1 1.8775 -0.8105 0.7641
H2 -0.8002 1.1684 -0.9618
H3 -2.0726 -1.1186 -0.9132

=====

Model x:
Below is the molecule C2H3NO2, with properties calculated with the ωB97M-V functional and the def2-TZVPD basis.

- Total charge: 0
- SMILES: Cc1noo1
- Highest occupied orbital energy: -10.48 eV
- Frontier orbital gap: 11.30 eV

CARTESIAN COORDINATES (ANGSTROEM)
C1 -1.0710 -0.0689 0.0792
C2 0.3874 -0.0587 0.0244
N1 1.3423 -0.8907 -0.1111
O1 2.3139 0.0953 -0.1370
O2 1.3412 1.1224 -0.0979
H1 -1.4235 0.4287 0.9837
H2 -1.4664 0.4697 -0.7889
H3 -1.4240 -1.0977 0.0475

=====

Model y:
Below is a cluster of 2 separate species, C2H3NO2 in total, with properties calculated with the ωB97M-V functional and the def2-TZVPD basis.

- Total charge: 0
- Highest occupied orbital energy (spin up / spin down): -9.02 / -8.74 eV
- Frontier orbital gap (spin up / spin down): 8.19 / 7.64 eV

CARTESIAN COORDINATES (ANGSTROEM)
C1 0.6737 0.7278 0.0914
C2 -0.3749 -0.0721 -0.1730
N1 0.9910 0.2575 -2.7062
O1 1.0502 1.7279 -0.6303
O2 1.3477 1.2676 -2.3477
H1 1.3042 0.5037 0.9587
H2 -0.5789 -0.9462 0.4163
H3 -1.0148 0.1034 -1.0229

=====

Stability, highest: model x

=====

Model w:
Below is the molecule C2H3NO2, with properties calculated with the ωB97M-V functional and the def2-TZVPD basis.

- Total charge: 0
- SMILES: O=C1N[C@H]1O
- Highest occupied orbital energy: -9.90 eV
- Frontier orbital gap: 10.53 eV

CARTESIAN COORDINATES (ANGSTROEM)
O1 -1.7496 0.6904 -1.3957
C1 -0.8477 0.5143 -0.6079
N1 -0.7364 0.0983 0.7080
C2 0.5005 0.4218 -0.0246
O2 1.0724 -0.7902 -0.3997
H1 -0.9076 -0.7775 1.2365
H2 1.1976 1.1593 0.2341
H3 1.4708 -1.3164 0.2493

=====

Model x:
Below is a cluster of 2 separate species, C2H3NO2 in total, with properties calculated with the ωB97M-V functional and the def2-TZVPD basis.

- Total charge: 0
- Highest occupied orbital energy (spin up / spin down): -7.87 / -8.02 eV
- Frontier orbital gap (spin up / spin down): 7.99 / 8.03 eV

CARTESIAN COORDINATES (ANGSTROEM)
C1 0.1603 0.1011 -0.5100
C2 -0.8012 0.3418 0.5851
N1 -2.6306 0.0168 -0.4483
O1 -3.5812 -0.1644 0.1812
O2 -0.1642 1.4268 -0.0197
H1 1.2295 -0.0697 -0.2121
H2 -0.0548 0.0355 -1.6082
H3 -0.8411 0.2563 1.6902

=====

Stability, highest: model w